(1)
{"formula": "C4H8S", "method": "wB97M-V/def2-TZVPD", "symbols": ["H", "C", "H", "H", "C", "H", "S", "C", "H", "H", "H", "H", "C"], "xyz": [[1.25, -0.37, 0.97], [0.87, -0.56, 0.00], [-0.30, -2.15, -0.82], [1.67, -1.04, -0.44], [-0.94, 1.11, 0.27], [-0.66, 1.21, 1.35], [-1.78, -0.34, -0.20], [-0.33, -1.43, -0.02], [-0.22, -2.09, 1.01], [0.44, 0.91, -1.51], [-1.44, 2.09, -0.06], [1.01, 1.77, -0.12], [0.43, 0.88, -0.43]], "mulliken_charge": [0.29, -0.84, 0.34, 0.47, -0.44, 0.26, -0.19, -0.36, 0.22, 0.30, 0.34, 0.37, -0.77], "orbital_gap_ha": 0.3459, "smiles": "C1CCSC1", "lumo_energy_ev": 1.04, "total_charge": 0}

---

(2)
{"formula": "C35H39N5Zn", "method": "wB97M-V/def2-TZVPD", "symbols": ["H", "H", "H", "C", "H", "H", "C", "C", "H", "H", "H", "H", "C", "H", "C", "H", "H", "C", "C", "H", "C", "N", "C", "H", "C", "H", "H", "C", "H", "H", "N", "H", "C", "H", "C", "C", "H", "C", "C", "H", "H", "C", "H", "C", "C", "H", "Zn", "H", "C", "H", "N", "C", "H", "C", "C", "H", "C", "C", "C", "H", "H", "C", "C", "C", "C", "H", "C", "H", "H", "C", "C", "C", "H", "H", "N", "N", "C", "H", "H", "H"], "xyz": [[-1.50, -1.10, 2.68], [1.94, 0.53, 3.49], [6.94, 0.22, -0.36], [3.69, 0.45, -1.50], [-2.99, -0.15, 1.48], [1.99, 2.30, 3.80], [5.02, 0.04, -1.47], [-2.66, -0.48, -2.18], [-4.29, -2.97, -0.49], [3.46, -3.00, 4.46], [0.88, 1.78, -4.09], [2.96, -3.93, -1.40], [3.35, -3.09, 3.38], [2.10, 3.74, 1.05], [-1.66, -2.46, -0.98], [0.22, -1.06, 3.12], [-5.94, 0.48, -2.59], [-1.11, 0.61, -3.74], [-0.70, -0.46, 3.07], [1.57, 2.41, -0.75], [0.22, 2.89, 1.65], [-1.40, -0.06, -2.55], [-5.07, -0.13, -2.26], [-0.96, -0.14, 4.09], [-3.77, 0.32, -2.55], [-2.02, -3.40, -0.55], [3.00, 0.17, -2.28], [-5.27, -1.31, -1.53], [-3.66, 1.42, 1.99], [-3.30, 1.12, 0.28], [0.80, 0.43, -2.49], [2.76, 1.61, 2.30], [5.31, 1.54, 0.44], [-6.97, -2.53, -1.99], [-2.95, 0.93, 1.30], [-1.10, 2.72, 1.13], [-2.44, 4.38, 1.10], [2.47, -2.28, 1.29], [-2.85, -1.64, -1.41], [5.95, 1.95, 1.25], [4.23, -5.15, 0.76], [2.61, -2.12, 2.68], [4.49, -4.91, 3.29], [-3.59, 1.66, -3.21], [0.23, 1.01, -3.61], [1.31, 4.49, 2.45], [0.46, 0.05, 0.42], [-1.07, -1.96, -0.19], [3.94, -4.18, 2.72], [-6.66, -2.28, -0.26], [2.69, -3.28, -0.67], [1.90, 1.51, 3.01], [-3.18, 1.61, -4.23], [-4.15, -2.05, -1.09], [-0.19, 0.04, -1.72], [1.40, -1.92, -1.77], [5.87, 0.54, -0.45], [1.91, 1.44, 0.06], [3.20, 1.26, -0.44], [-2.59, 3.30, -0.30], [0.69, 4.80, 0.82], [-1.87, 3.76, 0.39], [1.87, -2.20, -0.84], [-6.65, -1.80, -1.24], [1.13, 4.04, 1.47], [5.42, -0.69, -2.20], [0.59, 1.70, 2.32], [2.16, -1.27, 3.17], [-0.98, -2.72, -1.81], [-0.51, 0.74, 2.19], [-1.58, 1.44, 1.49], [3.81, -4.33, 1.32], [-2.95, 2.35, -2.62], [-1.65, 0.64, -4.68], [4.06, 2.02, 0.35], [1.69, -1.61, 0.34], [3.08, -3.35, 0.66], [-4.58, 2.12, -3.30], [-7.33, -0.95, -1.25], [-1.21, 4.42, -0.18]], "mulliken_charge": [0.31, 0.38, 0.27, -0.44, 0.18, 0.40, -0.37, 0.32, 0.25, 0.33, 0.28, 0.32, -0.93, 0.25, -1.17, 0.39, 0.20, -0.34, -1.47, -0.17, 0.58, 0.54, -1.14, 0.24, 1.36, 0.40, 0.35, 1.04, 0.30, 0.09, 0.26, 0.12, -0.46, 0.28, -1.37, 0.93, 0.27, 0.53, 1.54, 0.29, 0.33, -0.08, 0.32, -1.81, -1.54, 0.31, 1.19, -0.21, -0.34, 0.37, -0.05, -0.99, 0.34, -1.32, -1.43, 0.79, -0.44, 0.95, -0.21, 0.28, 0.35, -1.84, -1.51, -1.58, -1.44, 0.30, -0.01, -0.53, 0.23, 0.64, 0.38, -1.29, 0.23, 0.62, -0.32, 0.28, 0.84, 0.37, 0.37, 0.36], "orbital_gap_ha": [0.1701, 0.0801], "lumo_energy_ev": [4.23, 4.24], "total_charge": -2}

---

(3)
{"formula": "C20H20FN5O", "method": "wB97M-V/def2-TZVPD", "symbols": ["O", "F", "H", "H", "H", "C", "H", "C", "H", "H", "C", "N", "C", "C", "H", "C", "N", "C", "N", "C", "H", "H", "C", "C", "C", "H", "H", "H", "H", "C", "C", "H", "C", "C", "H", "H", "C", "N", "C", "N", "H", "C", "H", "C", "H", "C", "H"], "xyz": [[4.16, 2.53, 0.83], [2.38, -1.97, 1.33], [-3.99, -5.63, -1.66], [1.99, 1.18, -1.87], [2.87, 3.79, 2.69], [1.69, 0.24, -1.41], [0.71, 3.08, 3.57], [-1.00, -2.23, -3.77], [2.07, 4.81, 1.39], [-2.60, -6.32, -2.56], [-2.88, -5.48, -1.83], [-1.45, 1.65, 2.22], [2.16, -0.13, -0.22], [-2.10, -2.91, -4.41], [0.37, 0.94, 2.65], [0.46, 2.40, 0.98], [-2.58, 0.10, 3.81], [3.06, 1.97, 0.77], [3.12, 0.66, 0.45], [-2.37, -4.16, -2.48], [0.22, -0.10, -2.93], [3.90, 0.10, 0.72], [0.64, 3.87, 2.77], [2.03, 3.85, 2.06], [-0.17, 1.21, 1.74], [-1.70, 3.50, 3.34], [-2.51, -2.53, -5.34], [-0.42, -1.52, -4.36], [0.38, 4.74, 3.22], [1.88, -1.47, 0.24], [-1.38, -3.47, -1.81], [-0.50, 4.37, 0.94], [-2.04, 0.90, 3.21], [-1.63, 3.09, 2.26], [0.63, -3.20, 0.10], [-0.18, 0.41, 1.04], [0.40, -1.84, -1.66], [1.91, 2.63, 1.22], [-0.32, 3.56, 1.64], [-2.80, -3.89, -3.74], [-2.45, 3.45, 1.68], [0.99, -2.27, -0.47], [-2.26, -5.65, -0.91], [-0.62, -2.49, -2.46], [0.34, 2.50, -0.09], [0.75, -0.49, -2.10], [-1.17, -3.80, -0.79]], "mulliken_charge": [-0.71, -0.35, 0.28, 0.48, 0.45, -0.13, 0.27, -0.34, 0.24, 0.25, -1.02, 0.04, -0.43, -0.56, 0.40, -0.21, -0.53, 0.29, -0.16, 0.38, 0.35, 0.26, -1.01, -0.81, -0.93, 0.37, 0.37, 0.40, 0.58, 0.40, -0.38, 0.51, 0.42, -1.01, 0.21, 0.31, 0.91, 0.17, 0.19, -0.64, 0.33, -0.43, 0.30, 0.92, 0.42, -1.07, 0.19], "orbital_gap_ha": 0.3157, "smiles": "Cc1cc(-c2ccc(NC(=O)N3CC[C@@H]4CN(C#N)C[C@@H]43)c(F)c2)ccn1", "lumo_energy_ev": -0.17, "total_charge": 0}

---

(4)
{"formula": "C14H19NO4S", "method": "wB97M-V/def2-TZVPD", "symbols": ["H", "H", "H", "H", "O", "H", "O", "C", "N", "C", "O", "C", "H", "C", "C", "C", "H", "H", "C", "C", "H", "O", "H", "H", "S", "H", "C", "H", "H", "C", "C", "C", "H", "H", "H", "C", "H", "C", "H"], "xyz": [[-5.53, -1.21, -0.29], [-4.02, 3.27, 1.22], [4.18, -1.13, 1.42], [0.77, 0.73, -1.64], [-0.44, -2.66, 0.46], [-4.41, 1.22, -1.68], [5.44, 1.91, -0.73], [-4.66, -0.64, -0.61], [-1.19, -0.26, 0.82], [2.80, 0.89, -0.93], [-0.97, -1.25, -1.50], [-5.09, 0.79, -0.95], [-4.04, -0.69, 1.46], [-2.46, 0.28, 0.36], [2.16, -1.26, 0.71], [3.76, 0.36, -0.07], [3.08, 1.72, -1.56], [-4.29, -1.10, -1.53], [-3.58, -0.76, 0.47], [3.44, -0.72, 0.76], [-2.29, 0.53, -0.69], [5.96, 0.36, 0.79], [-5.51, 1.21, 1.14], [-3.08, 1.26, 2.17], [-0.44, -1.37, -0.18], [1.88, -2.10, 1.32], [5.11, 0.97, -0.05], [-3.13, -1.75, 0.38], [-3.45, 2.86, -0.39], [-5.17, 1.74, 0.25], [-3.84, 2.44, 0.54], [1.53, 0.35, -0.97], [6.82, 0.80, 0.76], [-1.24, -0.63, 1.76], [-5.91, 2.52, 0.03], [-2.77, 1.55, 1.17], [-1.84, 2.12, 1.26], [1.23, -0.72, -0.15], [-6.07, 0.74, -1.42]], "mulliken_charge": [0.35, 0.36, 0.44, 0.47, -0.71, 0.33, -0.58, -0.79, -0.30, -0.83, -0.64, -0.66, 0.39, 0.02, -0.58, 0.32, 0.43, 0.31, -0.65, -0.79, 0.41, -0.45, 0.37, 0.33, 1.33, 0.48, 0.56, 0.40, 0.33, -0.72, -0.64, -0.37, 0.35, 0.35, 0.34, -1.01, 0.29, 0.38, 0.39], "orbital_gap_ha": 0.3528, "smiles": "O=C(O)c1ccc(S(=O)(=O)NC2CCCCCC2)cc1", "lumo_energy_ev": -0.11, "total_charge": 0}

---

It is found that the M values, taken in the order of the records, are 88.175; 595.122; 365.412; 297.376 g/mol.